# C8H12BrN

One molecule with the formula C8H12BrN at a distorted geometry (wB97M-V/def2-TZVPD, the Open Molecules 2025 dataset).

Each line ends with the natural charge from an NBO analysis.
Atoms and positions in Å:
C1 -1.96874 0.36434 -0.25954  -0.625
C2 -0.45505 0.65442 -0.06369  0.123
C3 -0.05211 1.60376 -1.23485  -0.618
C4 -0.24465 1.33125 1.34361  -0.639
N1 0.33885 -0.47628 -0.08035  -0.390
C5 -0.13841 -1.79087 0.07836  -0.053
C6 0.85166 -2.71171 0.06905  -0.288
C7 2.10397 -2.05107 0.05255  -0.310
C8 1.75492 -0.70996 -0.04919  0.061
Br1 2.93239 0.76367 -0.11001  0.064
H1 -2.47301 -0.05300 0.60217  0.219
H2 -2.60880 1.25981 -0.28960  0.229
H3 -2.21302 -0.20166 -1.16828  0.223
H4 -0.18839 1.07187 -2.25088  0.226
H5 -0.73099 2.43940 -1.09643  0.209
H6 0.87281 2.09096 -0.98814  0.230
H7 -0.81567 0.85717 2.15628  0.217
H8 0.82683 1.40983 1.82587  0.233
H9 -0.51557 2.41357 1.37770  0.213
H10 -1.15107 -2.09841 0.04968  0.215
H11 0.72612 -3.71450 -0.09499  0.216
H12 3.14792 -2.45258 0.13068  0.244

LUMO energy	0.028	Eh
structure (SMILES)	CC(C)(C)n1cccc1Br
HOMO energy	-8.1	eV
net charge	0
gap between HOMO and LUMO	8.86	eV



# C2H20NO6S

A 7-piece molecular cluster, C2H20NO6S overall (wB97M-V/def2-TZVPD, the Open Molecules 2025 dataset).

Each line ends with the natural charge from an NBO analysis.
Atoms and positions in Å:
C1 0.80146 0.55942 0.94838  -0.240
C2 1.98494 0.15166 1.79744  -0.550
S1 3.44276 1.15520 1.41294  0.014
N1 -0.40754 -0.24002 1.30489  -0.722
H1 1.00336 0.40784 -0.10827  0.226
H2 0.57156 1.61049 1.09050  0.237
H3 2.21994 -0.90736 1.68410  0.230
H4 1.80004 0.30694 2.86228  0.230
H5 3.68813 0.63561 0.20333  0.128
H6 -1.15927 -0.10783 0.61352  0.456
H7 -0.79793 0.04999 2.21136  0.455
H8 -0.18460 -1.24907 1.30828  0.463
H9 1.62722 0.20772 -3.58812  0.497
H10 0.67812 -0.59692 -2.64899  0.507
O1 1.18128 0.23680 -2.72913  -0.992
H11 -1.00346 -2.41993 -2.94891  0.502
H12 -1.25066 -1.31175 -1.88437  0.514
O2 -0.56472 -1.91489 -2.25445  -1.004
H13 -1.72793 0.80442 -1.37414  0.520
H14 -3.12701 0.10263 -1.21250  0.504
O3 -2.18179 -0.02768 -1.07371  -1.022
H15 0.08602 1.52936 -2.21885  0.517
H16 -0.83579 2.79759 -2.33717  0.499
O4 -0.66523 2.01354 -1.80759  -0.998
H17 -2.37875 1.90864 3.19194  0.496
H18 -1.10626 1.95419 4.04370  0.498
O5 -1.46960 1.57606 3.22855  -0.976
H19 -0.20619 -2.68116 -0.59195  0.510
H20 0.13294 -3.73051 0.50531  0.498
O6 -0.15105 -2.82096 0.37162  -0.999

LUMO energy	-0.095	Eh
HOMO energy	-12.1	eV
net charge	+1
gap between HOMO and LUMO	9.50	eV



# C18H19IN2STi

C18H19IN2STi as an isolated structure at a distorted geometry (wB97M-V/def2-TZVPD, the Open Molecules 2025 dataset).

Each line ends with the natural charge from an NBO analysis.
Atoms and positions in Å:
C1 3.59479 4.00746 0.40018  -0.600
C2 4.75513 3.08851 0.03046  -0.609
H1 3.27697 4.61061 -0.45306  0.208
H2 3.85465 4.68127 1.22236  0.227
H3 2.73534 3.41370 0.72809  0.161
H4 4.44190 2.30090 -0.65905  0.183
H5 5.56119 3.65384 -0.44693  0.227
H6 5.16853 2.61113 0.92321  0.210
C3 -2.81786 0.89210 -1.34219  0.111
C4 -4.00200 0.84150 -2.06923  -0.203
C5 -4.24472 -0.25142 -2.91188  -0.074
C6 -3.27228 -1.23142 -3.07534  -0.175
H7 -2.54707 1.69769 -0.65665  0.249
H8 -4.72405 1.64802 -1.95693  0.274
H9 -5.19351 -0.33777 -3.44036  0.270
H10 -3.39655 -2.08848 -3.73399  0.254
N1 -1.89647 -0.09678 -1.47319  -0.575
C7 -2.06979 -1.12541 -2.37267  0.169
C8 -0.95514 -2.05878 -2.46543  0.186
N2 0.16082 -1.72016 -1.72922  -0.581
C9 1.23198 -2.55324 -1.61739  0.102
C10 0.14048 -4.12254 -3.07626  -0.068
C11 1.24496 -3.76311 -2.29682  -0.202
H11 2.03405 -2.18051 -0.97467  0.249
H12 2.11222 -4.40959 -2.20258  0.276
C12 -0.94930 -3.25938 -3.18283  -0.175
H13 -1.82582 -3.48252 -3.78951  0.255
H14 0.13379 -5.07050 -3.61334  0.271
Ti1 -0.24742 -0.34045 -0.36258  1.232
I1 1.02939 1.80514 -0.40274  0.082
S1 -0.77814 -1.58781 1.46961  0.036
C13 -0.49134 -0.53815 2.85567  -0.225
C14 0.79911 -0.45135 3.40711  -0.204
C15 1.02310 0.39051 4.49359  -0.187
C16 -0.03911 1.10496 5.06174  -0.154
C17 -1.32810 0.99856 4.52123  -0.187
C18 -1.56801 0.15958 3.43601  -0.207
H15 1.59678 -1.04341 2.95683  0.228
H16 2.03044 0.46897 4.90389  0.245
H17 0.14348 1.75647 5.92072  0.247
H18 -2.15658 1.55616 4.95860  0.245
H19 -2.56582 0.02571 3.01555  0.229

LUMO energy (alpha / beta)	-0.318 / -0.318	Eh
HOMO energy (alpha / beta)	-14.6 / -14.6	eV
net charge	+2
gap between HOMO and LUMO (alpha / beta)	5.91 / 5.91	eV



# C29H22Cl5N5O5PPbTe

C29H22Cl5N5O5PPbTe as an isolated structure at a distorted geometry (wB97M-V/def2-TZVPD, the Open Molecules 2025 dataset).

Each line ends with the natural charge from an NBO analysis.
Atoms and positions in Å:
Pb1 -0.88381 -0.85681 -0.54104  1.436
C1 -3.44926 0.36671 3.32883  -0.298
C2 -2.46170 0.15298 4.29217  -0.156
C3 -1.47097 -0.75589 4.04055  -0.249
C4 -1.48206 -1.45769 2.81425  0.393
N1 -2.39575 -1.23430 1.87713  -0.525
C5 -3.35945 -0.35109 2.14804  0.038
N2 -0.56335 -2.43807 2.63539  -0.515
C6 0.10009 -2.96686 1.72614  0.508
N3 0.24736 -2.59196 0.39404  -0.808
C7 1.23402 -3.36053 -0.18227  0.485
N4 1.78798 -3.33100 -1.34626  -0.544
C8 1.48312 -2.50517 -2.39278  0.396
C9 2.33687 -2.57561 -3.50754  -0.228
C10 2.06228 -1.83667 -4.62982  -0.135
C11 0.92371 -1.02378 -4.65705  -0.275
C12 0.13703 -0.99142 -3.53530  0.054
N5 0.40128 -1.70597 -2.42486  -0.612
C13 1.68510 -4.36567 0.81212  -0.018
C14 2.62388 -5.37713 0.71578  -0.190
C15 2.81843 -6.16294 1.84427  -0.191
C16 2.10034 -5.93057 3.02152  -0.192
C17 1.16649 -4.90523 3.10615  -0.163
C18 0.97761 -4.13807 1.97452  -0.105
H1 -4.26874 1.04962 3.50259  0.230
H2 -2.48560 0.68201 5.23562  0.229
H3 -0.70391 -0.98291 4.77154  0.239
H4 -4.10119 -0.23106 1.36756  0.192
H5 3.18975 -3.23330 -3.44478  0.242
H6 2.71624 -1.89186 -5.48940  0.229
H7 0.66371 -0.43641 -5.52424  0.229
H8 -0.75023 -0.36689 -3.50164  0.195
H9 3.17402 -5.54213 -0.19983  0.236
H10 3.53848 -6.96971 1.81588  0.223
H11 2.28052 -6.56136 3.88184  0.223
H12 0.61243 -4.70653 4.01213  0.232
Cl1 2.11394 3.73785 5.50902  0.078
C19 1.56755 2.74518 4.22087  -0.138
C20 0.46137 3.09550 3.48616  -0.079
Cl2 -0.40700 4.54967 3.79134  0.064
C21 0.05535 2.26137 2.44760  -0.169
Cl3 -1.33522 2.68664 1.50794  0.289
C22 0.68114 1.05812 2.07182  0.360
O1 0.24057 0.32409 1.14400  -0.806
C23 1.85370 0.74956 2.84126  -0.065
Cl4 2.72462 -0.66500 2.41806  0.068
C24 2.26813 1.55951 3.87651  -0.067
Cl5 3.65985 1.13747 4.77788  0.098
C25 -3.47020 3.25740 -4.05464  -0.638
C26 -3.21986 3.46210 -2.58273  -0.059
O2 -2.17230 2.55877 -2.12399  -0.830
P1 -0.68272 2.98789 -1.92486  2.178
O3 0.20381 1.84393 -1.70097  -1.074
Te1 -0.66334 4.53355 0.04695  0.294
O4 -0.38205 3.96551 -3.11686  -0.833
C27 0.70358 4.92940 -3.13362  -0.047
C28 2.03244 4.25951 -3.37222  -0.647
H13 -4.28329 3.90850 -4.37295  0.234
H14 -3.75810 2.22753 -4.25606  0.224
H15 -2.58496 3.50070 -4.63956  0.223
H16 -4.08777 3.20483 -1.97831  0.204
H17 -2.92740 4.48882 -2.35431  0.187
H18 0.70007 5.48880 -2.18785  0.162
H19 0.43286 5.62782 -3.92315  0.217
H20 2.28636 3.58107 -2.55751  0.232
H21 2.81066 5.01806 -3.44978  0.236
H22 2.00755 3.69322 -4.30188  0.231
O5 -3.77181 -3.45566 -0.14560  -0.458
C29 -2.94225 -2.78848 0.09616  0.529

LUMO energy	-0.191	Eh
HOMO energy	-10.3	eV
net charge	+1
gap between HOMO and LUMO	5.14	eV



Question: The highest net charge belongs to which entry?
Answer: C18H19IN2STi



Question: Which of these has the highest net charge?
Answer: C18H19IN2STi



Question: Which formula does entry 2 have?
Answer: C2H20NO6S